A) 14
Properties=species:S:1:pos:R:3:mulliken_charge:R:1 method="wB97M-V/def2-TZVPD" total_charge=+1 homo_lumo_gap_ha=0.362
N 1.6802 0.7902 -1.1178 -0.89
H 1.7152 0.9461 -2.1113 0.25
H 2.6328 0.5956 -0.7909 0.27
H 1.3699 1.6644 -0.6577 0.27
C -1.1606 -0.0733 0.9642 0.31
C -0.9332 1.2411 1.1568 -0.73
C -0.6055 -2.0362 -0.2774 -0.04
N -0.3770 -0.7935 -0.0307 0.09
H -1.9508 -0.6259 1.4925 0.28
H -0.2314 1.8310 0.5518 0.07
H -1.3872 1.8040 1.9555 0.28
H 0.1311 -2.5160 -0.9946 0.25
H -1.4130 -2.5438 0.2138 0.26
H 0.5295 -0.2839 -0.3541 0.33

---

B) 14
Properties=species:S:1:pos:R:3:mulliken_charge:R:1 method="wB97M-V/def2-TZVPD" smiles="C=N[C@H](C)[NH3+]" total_charge=+1 homo_lumo_gap_ha=0.415
C 2.1559 -0.4366 0.3286 -0.24
C -0.7298 1.3148 0.2569 -1.17
C -0.0186 -0.0004 -0.3205 0.27
N 0.9401 -0.5386 0.5796 -0.54
N -1.1525 -0.9910 -0.3674 -0.43
H 2.8041 -1.0439 1.0324 0.27
H 2.7288 0.2005 -0.5024 0.24
H -1.8929 1.2145 0.0739 0.29
H -0.5847 1.4513 1.3470 0.37
H -0.4484 2.2963 -0.1708 0.32
H 0.3014 0.2455 -1.3172 0.57
H -0.7337 -1.9610 -0.6137 0.37
H -1.9705 -0.7229 -0.9223 0.33
H -1.3991 -1.0285 0.5959 0.34

---

A) is favored, and the nearest alternative lies 0.376 eV above it.